Entry 1:
The following is a quantum chemistry calculation of 8 unconnected molecules or ions with the total composition C28H60N4O8, from OMol25.

Structure (XYZ):
```
100
C28H60N4O8, DFT ωB97M-V/def2-TZVPD
C 0.61459 1.42846 -0.90111
N 0.48385 0.09324 -0.31639
C 0.99567 -0.11197 0.98552
C -0.28265 -0.84424 -0.86494
O -0.59920 -1.92738 -0.41575
H 1.65192 1.59336 -1.06383
H 0.13712 2.15688 -0.24974
H 0.14508 1.36608 -1.88642
H 2.05270 0.17216 0.99771
H 0.44983 0.42768 1.75809
H 0.97045 -1.18363 1.19542
H -0.66020 -0.51236 -1.87333
C 5.26207 2.90780 -3.63505
N 3.83795 3.12215 -3.51545
C 2.94414 2.06011 -3.90293
C 3.34663 4.28368 -3.09755
O 2.17702 4.51943 -2.97868
H 5.73503 3.85560 -3.32895
H 5.56000 2.58432 -4.63851
H 5.54113 2.14117 -2.93760
H 3.17100 1.18220 -3.28093
H 1.91148 2.34090 -3.63550
H 2.96674 1.79365 -4.96851
H 4.11417 4.99432 -2.75093
C 1.44188 -4.74907 0.39853
N 1.47740 -6.09730 0.80198
C 2.40428 -6.57045 1.78057
C 0.74305 -7.00526 0.14133
O 0.74635 -8.18042 0.36536
H 0.55275 -4.60223 -0.22650
H 2.34973 -4.38926 -0.09372
H 1.27359 -4.14193 1.32088
H 1.92711 -7.46230 2.18249
H 3.28555 -6.90600 1.23090
H 2.57266 -5.80076 2.54578
H 0.14916 -6.64809 -0.67307
C -2.79656 -6.28569 1.23283
N -2.34922 -5.05327 0.78938
C -1.78477 -4.10076 1.73624
C -2.67292 -4.63251 -0.49500
O -3.19242 -5.32861 -1.36123
H -3.06176 -6.91258 0.37592
H -3.76213 -6.26205 1.78856
H -1.95283 -6.72238 1.77396
H -0.97650 -4.66109 2.22056
H -1.40786 -3.26793 1.18598
H -2.51596 -3.73992 2.47534
H -2.23706 -3.63416 -0.73302
C 2.73663 3.19721 1.89234
C 2.68549 4.23350 3.05045
C 3.98254 4.94831 2.82437
O 3.99974 5.20770 1.41786
C 3.34601 4.06074 0.79212
H 1.72699 2.76521 1.73145
H 3.46825 2.42425 2.06234
H 2.65307 3.82459 4.08506
H 1.87853 4.96452 2.96435
H 4.75317 4.22938 3.23988
H 4.04020 5.95761 3.26847
H 4.13417 3.55413 0.17795
H 2.61526 4.41620 0.07365
C -2.00724 -0.62387 -5.13229
C -0.66000 -1.30680 -5.56067
C 0.35135 -0.28135 -5.16553
O -0.18738 0.55765 -4.15214
C -1.57616 0.72280 -4.66948
H -2.50134 -1.19941 -4.35039
H -2.65362 -0.66916 -5.98580
H -0.61457 -1.49079 -6.62327
H -0.51452 -2.29004 -5.12484
H 0.67737 0.25645 -6.09000
H 1.29414 -0.65313 -4.73070
H -1.60405 1.55851 -5.37065
H -2.15882 1.03574 -3.76018
C -3.61466 -0.42168 0.38192
C -2.69767 0.20379 1.51286
C -3.67992 0.26243 2.71150
O -4.48362 -0.85252 2.52498
C -4.84465 -0.77674 1.15133
H -3.12821 -1.29543 -0.10274
H -3.84659 0.30122 -0.38643
H -2.28179 1.16189 1.24112
H -1.88552 -0.51270 1.71879
H -4.30246 1.19211 2.64179
H -3.20641 0.17345 3.68630
H -5.56600 0.01338 0.94890
H -5.25256 -1.77475 0.94010
C -1.07994 3.72617 2.62573
C -2.56185 4.19124 2.79607
C -2.92665 3.61133 4.19826
O -2.01540 2.63077 4.50291
C -0.76265 3.08933 3.94439
H -0.40385 4.55930 2.39232
H -1.00490 2.99667 1.79461
H -3.18069 3.77182 2.02171
H -2.61512 5.27598 2.80391
H -3.92209 3.14742 4.21358
H -2.91291 4.42129 4.94030
H -0.02318 2.30811 3.90601
H -0.40596 3.90658 4.56676
```

- HOMO level: -8.806 eV
- Energy: -52346.7132 eV
- Frontier orbital gap: 9.1 eV
- Multiplicity: 1

=====

Entry 2:
The following is a quantum chemistry calculation of a molecular structure, C41H44Cl3KN10O7S3Si, from OMol25.

Structure (XYZ):
```
110
C41H44Cl3KN10O7S3Si, DFT ωB97M-V/def2-TZVPD
K 1.16883 -0.00820 -0.15662
C 2.55711 -1.60330 -4.92554
C 2.32193 -1.56623 -3.41563
O 1.72873 -0.59546 -2.96596
C 2.82922 -2.67645 -2.60392
C 3.83173 -3.50398 -3.13591
C 4.44990 -4.49253 -2.40590
C 4.05008 -4.67695 -1.07147
C 3.05780 -3.92029 -0.51715
C 2.36913 -2.88785 -1.24712
O 1.41949 -2.24900 -0.72228
H 1.96678 -0.80491 -5.37118
H 2.27723 -2.56670 -5.35569
H 3.60931 -1.42958 -5.15747
H 4.15441 -3.33996 -4.15698
H 5.23898 -5.09338 -2.83943
H 4.53915 -5.43532 -0.46734
H 2.74957 -4.06450 0.51164
S -3.02327 -1.09032 -5.80761
C -2.16113 -0.60397 -4.31707
C -1.80067 -1.56197 -3.38275
C -1.12960 -1.14561 -2.23919
N -0.82403 0.12394 -2.00595
C -1.16622 1.03467 -2.90593
C -1.84557 0.72391 -4.07620
C -1.71546 -0.79523 -6.98316
C -1.76573 0.29149 -7.84465
C -0.74409 0.45450 -8.76794
N 0.29266 -0.36929 -8.87778
C 0.33864 -1.39839 -8.03405
C -0.63235 -1.65891 -7.08174
H -2.01245 -2.60942 -3.54969
H -0.77334 -1.86758 -1.51350
H -0.86357 2.05397 -2.69273
H -2.10775 1.49857 -4.78527
H -2.58506 0.99564 -7.79493
H -0.76172 1.29640 -9.45207
H 1.19791 -2.05360 -8.12349
H -0.54074 -2.50711 -6.41668
Cl 2.54229 6.56395 3.46546
Si 2.03886 5.27068 1.72262
Cl 2.15513 6.88540 0.18017
Cl 4.09194 4.48965 1.41544
N -1.23795 1.33374 3.25423
C -1.51204 0.67521 4.39133
C -2.12655 1.57535 5.23363
C -2.16650 2.76714 4.48782
N -1.62453 2.61059 3.28972
H -0.71636 0.94170 2.47715
H -1.24490 -0.36122 4.49991
H -2.47797 1.40136 6.23548
H -2.54876 3.73329 4.77520
C 2.08529 6.36507 -3.50499
C 2.05313 4.93818 -4.05143
C 2.30639 3.92604 -2.98151
N 1.37512 3.36324 -2.29879
N 1.83200 2.53312 -1.31594
C 3.12806 2.47658 -1.27539
N 3.83766 1.67848 -0.43399
S 3.90385 3.45928 -2.48030
H 1.92504 7.08947 -4.30601
H 3.04080 6.58121 -3.02715
H 1.31909 6.49937 -2.74340
H 2.79135 4.82134 -4.84939
H 1.07310 4.71360 -4.47625
H 3.36072 1.37904 0.41518
H 4.78878 1.96148 -0.26927
N -6.28891 4.59032 1.51838
C -6.43754 3.60897 0.59127
O -7.49854 3.41376 0.02393
C -5.22025 2.77594 0.32517
C -3.93339 3.18416 0.64797
C -2.87591 2.32092 0.39288
N -3.03582 1.11563 -0.13550
C -4.26796 0.74111 -0.46943
C -5.38818 1.52918 -0.26824
H -7.08941 5.15672 1.73406
H -5.45106 4.68898 2.06057
H -3.71321 4.15350 1.07398
H -1.86629 2.62110 0.64153
H -4.35981 -0.24281 -0.91793
H -6.37655 1.19648 -0.55170
C -3.40164 -4.92656 5.81512
C -1.95586 -4.53677 5.93411
C -1.08258 -4.71939 4.86889
C 0.24625 -4.33320 4.96187
C 0.70213 -3.75910 6.13595
C -0.14957 -3.56892 7.21357
C -1.47097 -3.96215 7.10854
S 2.38392 -3.21985 6.24696
O 3.06724 -3.75756 5.10140
O 2.90604 -3.50463 7.55846
N 2.18444 -1.59549 6.18620
C 1.61976 -1.00040 4.96374
C 2.56492 -0.83099 3.78877
C 1.81035 -0.25429 2.57352
O 2.46331 0.52506 1.84540
O 0.61634 -0.60818 2.40020
H -3.53245 -5.74017 5.10278
H -3.99823 -4.08198 5.46425
H -3.80682 -5.24129 6.77677
H -1.44601 -5.15320 3.94572
H 0.92690 -4.45962 4.13155
H 0.23101 -3.11810 8.12047
H -2.14333 -3.81295 7.94500
H 3.02599 -1.14472 6.52737
H 1.20686 -0.03356 5.25989
H 0.77493 -1.61572 4.65635
H 2.97355 -1.80018 3.49601
H 3.39745 -0.16947 4.03103
```

- Total charge: -2
- HOMO level: -2.583 eV
- Energy: -166749.1571 eV
- Frontier orbital gap: 5.9 eV
- Multiplicity: 1

=====

Entry 3:
The following is a quantum chemistry calculation of a molecular structure, Li2N3O9Sr2, from OMol25.

Structure (XYZ):
```
16
Li2N3O9Sr2, DFT ωB97M-V/def2-TZVPD
Sr 2.93387 5.30654 -2.01728
Sr 7.37414 -0.18274 1.77907
Li -0.47397 -2.83602 -0.14421
Li -1.58665 0.25602 2.43040
N 2.23948 0.41066 0.24480
O 2.45260 1.63318 0.18190
O 1.04669 -0.06007 0.23034
O 3.23219 -0.23433 0.07851
N -0.92038 2.37866 -3.16840
O -0.37087 2.06587 -4.23703
O -0.49966 3.34008 -2.66433
O -1.97614 2.31907 -2.86019
N -3.34292 -3.58879 2.47935
O -2.55332 -2.72434 2.32340
O -3.18485 -4.26258 3.48540
O -4.37024 -3.82120 1.85820
```

- Total charge: +3
- HOMO level: -13.128 eV
- Energy: -24932.2730 eV
- Frontier orbital gap: 1.3 eV
- Multiplicity: 1

=====

Entry 4:
The following is a quantum chemistry calculation of 13 unconnected molecules or ions with the total composition C26H78O13, from OMol25.

Structure (XYZ):
```
117
C26H78O13, DFT ωB97M-V/def2-TZVPD
C 1.72836 -6.87081 -3.52276
C 0.98084 -5.54339 -3.44822
O 1.61570 -4.65662 -4.26320
H 1.31632 -7.68761 -2.93017
H 2.68058 -6.69858 -3.02105
H 1.89584 -7.30440 -4.50869
H 1.00240 -5.17402 -2.42294
H -0.04433 -5.77444 -3.73760
H 1.16358 -3.81595 -4.16094
C -0.98748 1.17111 -6.27518
C -0.58905 0.67206 -4.84309
O -0.52588 -0.71595 -4.81743
H -0.25181 0.84234 -7.00920
H -0.83585 2.24822 -6.34548
H -1.99896 0.84436 -6.51648
H -1.32726 1.01145 -4.11648
H 0.38063 1.09626 -4.58258
H -1.44496 -0.98570 -4.88151
C 0.38599 6.85565 -6.13714
C 1.17062 6.71117 -4.83370
O 0.85401 5.51079 -4.17496
H -0.69209 6.80580 -5.98426
H 0.61947 6.01633 -6.79222
H 0.64505 7.82433 -6.56452
H 0.99741 7.51115 -4.11389
H 2.23314 6.62876 -5.06252
H 1.56523 5.31470 -3.56071
C 5.66029 -0.07882 0.69429
C 6.99748 -0.02752 1.50025
O 8.08952 0.45452 0.60443
H 4.83546 -0.39935 1.33070
H 5.78524 -0.78329 -0.12803
H 5.33237 0.87934 0.29118
H 7.22818 -1.06023 1.76175
H 6.90003 0.68021 2.32349
H 8.89039 0.06597 0.96393
C -6.29098 1.89129 0.43679
C -5.41629 0.80920 -0.27620
O -5.75839 0.77334 -1.68869
H -6.08476 1.93352 1.50627
H -7.34072 1.73264 0.18985
H -5.99269 2.87765 0.08151
H -5.52212 -0.16593 0.19921
H -4.36221 1.07808 -0.20751
H -5.47155 -0.05015 -2.09016
C -4.01773 -4.08969 -3.13987
C -4.30566 -3.67829 -4.61007
O -4.25936 -2.31457 -4.73169
H -4.77755 -3.66969 -2.48080
H -3.03671 -3.79078 -2.77062
H -4.09523 -5.17352 -3.05386
H -5.30002 -3.97026 -4.94785
H -3.56272 -4.03747 -5.32220
H -4.56036 -2.05687 -5.60610
C -0.38434 -0.89838 7.19012
C -0.12050 0.30931 6.27598
O -0.20831 1.44504 7.12855
H 0.20445 -0.81483 8.10360
H -0.12640 -1.81266 6.65565
H -1.39066 -0.97492 7.60188
H -0.86497 0.37812 5.48280
H 0.85086 0.25772 5.78413
H 0.23804 2.20298 6.74396
C 4.16187 -0.71263 -5.95583
C 4.60838 -1.14892 -4.56361
O 5.05771 -2.50262 -4.64557
H 3.28687 -1.23971 -6.33617
H 4.97294 -0.85445 -6.67008
H 4.00609 0.36595 -5.97826
H 3.74382 -1.06490 -3.90513
H 5.36930 -0.50215 -4.12682
H 4.26486 -3.03909 -4.71755
C 0.56107 -7.60918 2.71179
C 0.30691 -6.43299 1.78115
O 1.41598 -5.59987 1.65599
H 1.51973 -8.08934 2.51553
H -0.11587 -8.43957 2.51098
H 0.53504 -7.35204 3.77070
H -0.53194 -5.91297 2.24375
H 0.00481 -6.68907 0.76564
H 2.17914 -6.15356 1.47540
C 0.44154 0.66347 0.64988
C 0.07936 -0.77328 0.21099
O -0.05649 -1.51756 1.36862
H -0.41275 1.11100 1.15784
H 0.60089 1.35014 -0.18150
H 1.32342 0.61808 1.28888
H 0.84331 -1.26645 -0.39008
H -0.84449 -0.84951 -0.36241
H 0.43734 -2.33302 1.25562
C -5.67713 -1.66908 4.39170
C -4.20575 -1.51952 4.14588
O -3.93581 -2.35803 3.04010
H -6.27791 -1.26667 3.57609
H -5.93125 -1.17810 5.33110
H -5.96162 -2.71803 4.47461
H -3.71255 -1.94039 5.02207
H -3.94145 -0.47932 3.95554
H -3.03279 -2.16394 2.77839
C -2.06753 6.06683 3.45153
C -1.72351 7.50422 3.57620
O -0.39026 7.66897 3.94525
H -3.02407 5.92272 2.94919
H -2.19381 5.62887 4.44165
H -1.30322 5.46931 2.95462
H -2.46397 8.01959 4.18792
H -1.73907 7.96824 2.59002
H -0.21755 8.60683 4.05564
C 4.04894 3.74632 5.99602
C 3.06389 4.54780 5.17252
O 1.97133 4.79788 6.02673
H 4.26764 4.25947 6.93248
H 4.92483 3.55248 5.37687
H 3.59105 2.77985 6.20666
H 2.70168 4.01551 4.29299
H 3.62744 5.42533 4.85559
H 1.54447 5.52814 5.57275
```

- HOMO level: -9.996 eV
- Energy: -54838.8784 eV
- Frontier orbital gap: 10.2 eV
- Multiplicity: 1

=====

Entry 5:
The following is a quantum chemistry calculation of 2 unconnected molecules or ions with the total composition C4H11N2O, from OMol25.

Structure (XYZ):
```
18
C4H11N2O, DFT ωB97M-V/def2-TZVPD
N 1.20366 2.17834 -2.13116
C 0.34323 2.48599 -0.93339
O -0.30017 1.34127 -0.54957
H 0.82397 1.30557 -2.48529
H 1.26221 2.89000 -2.88140
H 1.04159 2.96478 -0.17396
H -0.40691 3.28030 -1.15752
N 0.53998 -1.37529 -0.58858
C 0.34457 -1.87843 0.79486
C -1.85774 -1.65075 2.09958
C -0.84622 -1.16162 1.35610
H 1.46133 -1.64320 -0.92026
H 0.30845 -0.34279 -0.70526
H 1.22426 -1.61035 1.47693
H 0.18983 -2.95774 0.86076
H -2.59576 -0.97607 2.48312
H -1.81840 -2.67893 2.46413
H -0.91789 -0.17106 0.99092
```

- Total charge: -1
- HOMO level: -2.987 eV
- Energy: -9352.9691 eV
- Frontier orbital gap: 7.0 eV
- Multiplicity: 1

=====

Entry 6:
The following is a quantum chemistry calculation of a molecular structure, C34H22F6IIrNO4PS2, from OMol25.

Structure (XYZ):
```
72
C34H22F6IIrNO4PS2, DFT ωB97M-V/def2-TZVPD
Ir 0.75551 -0.03975 -0.39078
F 4.26235 1.69059 2.47523
C 4.45844 0.80666 1.50218
F 4.71044 -0.38524 2.05581
F 5.50587 1.18665 0.79322
S 2.86244 0.69928 0.50714
O 1.92834 0.83927 1.68405
O 3.95011 -0.21332 -0.62111
N 3.03525 2.11599 -0.26438
S 1.80970 2.98112 -0.61473
O 0.52752 2.24545 -0.59276
O 1.76991 4.28242 -0.03742
C 2.05072 3.25421 -2.44779
F 3.31963 3.47605 -2.77354
F 1.31704 4.28064 -2.86674
F 1.63770 2.14710 -3.09069
C -2.13018 4.33706 3.87538
C -2.34845 3.05051 4.34133
C -1.93015 1.95554 3.60206
C -1.28539 2.12763 2.37133
C -1.08693 3.42628 1.90770
C -1.49940 4.51855 2.65621
P -0.88677 0.64784 1.35086
C -1.10541 -0.68951 2.57125
C -0.16805 -0.77525 3.60262
C -0.25343 -1.79448 4.53634
C -1.26048 -2.74697 4.43985
C -2.18873 -2.67057 3.41354
C -2.11736 -1.64311 2.48060
C -2.35287 0.56198 0.25848
C -3.59549 0.92447 0.72067
C -4.71907 0.86198 -0.11901
C -4.58048 0.44816 -1.41259
C -3.31899 0.07656 -1.92981
C -3.18457 -0.35895 -3.26799
C -1.95976 -0.69963 -3.75615
C -0.81529 -0.62034 -2.93630
C -0.88786 -0.22377 -1.62501
C -2.16837 0.14227 -1.09027
H -2.45137 5.19168 4.45689
H -2.85288 2.89409 5.28678
H -2.11560 0.96524 3.99140
H -0.61419 3.60086 0.96284
H -1.32134 5.51451 2.27172
H 0.62718 -0.04097 3.65229
H 0.47177 -1.84590 5.33827
H -1.31521 -3.54882 5.16484
H -2.97594 -3.41011 3.33470
H -2.85557 -1.57201 1.69093
H -3.71699 1.26596 1.74032
H -5.69018 1.14932 0.26402
H -5.44232 0.40174 -2.06792
H -4.06434 -0.41193 -3.89826
H -1.85064 -1.03730 -4.77938
H 0.13243 -0.88354 -3.38551
I -0.23505 -2.80747 0.17647
C 0.71629 -3.32056 -1.64426
C 0.38613 -4.48290 -2.28714
C 1.14646 -4.88081 -3.39056
C 2.26463 -4.15422 -3.75522
C 2.61399 -2.97984 -3.09813
C 3.84553 -2.27943 -3.39773
C 4.19248 -1.15820 -2.76794
C 3.26819 -0.45998 -1.82176
C 1.97154 -1.19065 -1.53482
C 1.76820 -2.47037 -2.06042
H -0.43522 -5.08841 -1.92895
H 0.88316 -5.78592 -3.92072
H 2.89938 -4.49769 -4.56324
H 4.51234 -2.72406 -4.12764
H 5.15315 -0.68420 -2.92476
H 3.02651 0.50852 -2.28589
```

- HOMO level (alpha / beta): -7.009 / -7.019 eV
- Energy: -103493.2018 eV
- Frontier orbital gap (alpha / beta): 4.9 / 5.0 eV
- Multiplicity: 1